a | This record from the OMol25 dataset describes a 2-piece molecular cluster, C2O2S overall. The level of theory is ωB97M-V with the def2-TZVPD basis set.

The gap between HOMO and LUMO is 11.2 eV. For the highest occupied orbital energy, the calculation gives -11.30 eV.

Positions of all 5 atoms, in Å:
C -1.26 -0.36 0.08
C 2.12 1.01 -0.28
O -0.50 -1.18 -0.18
O -2.02 0.46 0.34
S 2.72 -0.30 0.21

b | This record from the OMol25 dataset describes a 2-piece molecular cluster, C2O2S overall. The level of theory is ωB97M-V with the def2-TZVPD basis set.

The gap between HOMO and LUMO is 11.2 eV. For the highest occupied orbital energy, the calculation gives -11.32 eV.

Positions of all 5 atoms, in Å:
C -0.98 -0.74 0.37
C 2.45 0.79 0.47
O -1.21 -0.78 -0.74
O -0.80 -0.67 1.50
S 1.94 0.20 -0.82

Least stable structure: b

a | This record from the OMol25 dataset describes a 2-piece molecular cluster, C10H16OS overall. The level of theory is ωB97M-V with the def2-TZVPD basis set.

As for the SMILES: Cc1ccc(O)cc1.CCSC. The gap between HOMO and LUMO is 9.1 eV. For the highest occupied orbital energy, the calculation gives -8.29 eV.

Positions of all 28 atoms, in Å:
C 0.38 -1.27 2.20
C 1.49 -1.13 1.11
C -1.12 -3.03 0.50
S -0.53 -2.79 2.21
H 0.91 -1.12 3.14
H -0.22 -0.36 2.20
H 1.24 -1.72 0.24
H 2.43 -1.28 1.61
H -1.31 -4.09 0.52
H -2.02 -2.50 0.34
H -0.40 -2.74 -0.26
H 1.41 -0.10 0.73
C -1.90 -0.07 -2.47
C -0.25 2.22 0.10
C 0.97 2.44 -0.51
C -1.19 1.44 -0.57
C -0.88 0.72 -1.71
C 1.36 1.67 -1.61
C 0.43 0.80 -2.14
O 1.80 3.40 0.02
H -0.51 2.59 1.08
H -2.23 1.47 -0.24
H 2.28 1.95 -2.13
H 2.34 3.77 -0.70
H -1.81 -1.14 -2.27
H -1.86 0.05 -3.55
H 0.68 0.23 -3.04
H -2.88 0.13 -2.08

b | This record from the OMol25 dataset describes a 2-piece molecular cluster, C10H16OS overall. The level of theory is ωB97M-V with the def2-TZVPD basis set.

As for the SMILES: CCc1ccc(O)cc1.CSC. The gap between HOMO and LUMO is 9.1 eV. For the highest occupied orbital energy, the calculation gives -8.37 eV.

Positions of all 28 atoms, in Å:
C 0.02 -2.23 0.91
C -1.05 -3.00 0.10
C -0.25 -0.78 1.15
C -1.29 -0.12 0.49
C 0.56 -0.08 2.03
C -1.52 1.25 0.74
C 0.35 1.27 2.29
C -0.69 1.93 1.64
O -0.91 3.24 1.88
H 0.14 -2.69 1.88
H 0.98 -2.35 0.38
H -1.19 -2.52 -0.86
H -1.90 -0.62 -0.20
H 1.38 -0.56 2.55
H -2.31 1.76 0.19
H 0.99 1.83 2.96
H -1.66 3.56 1.43
H -1.99 -3.05 0.61
H -0.61 -3.98 -0.14
C 1.33 -0.62 -2.24
C 1.15 2.14 -2.25
S 1.67 0.80 -3.30
H 0.34 -0.51 -1.75
H 1.34 -1.56 -2.81
H 2.08 -0.64 -1.48
H 0.10 2.05 -1.98
H 1.17 3.15 -2.85
H 1.77 2.32 -1.38

Least stable structure: a

a | This record from the OMol25 dataset describes a 5-piece molecular cluster, C5H20O5 overall. The level of theory is ωB97M-V with the def2-TZVPD basis set.

As for the SMILES: CO.CO.CO.CO.CO. The gap between HOMO and LUMO is 10.0 eV. For the highest occupied orbital energy, the calculation gives -9.42 eV.

Positions of all 30 atoms, in Å:
C 1.17 2.83 1.04
O 1.86 3.61 0.01
H 1.30 3.20 2.06
H 0.09 2.78 0.94
H 1.57 1.83 1.20
H 2.79 3.68 0.25
C -2.21 1.44 2.33
O -1.16 2.06 1.61
H -2.23 1.59 3.41
H -3.19 1.66 1.91
H -2.08 0.36 2.28
H -0.52 2.27 2.29
C -0.39 -0.26 0.14
O 0.42 0.40 1.08
H -1.33 0.27 -0.04
H 0.10 -0.32 -0.83
H -0.71 -1.27 0.40
H 0.00 1.05 1.65
C 1.65 -2.09 -1.83
O 1.77 -1.99 -3.24
H 1.33 -1.11 -1.46
H 0.95 -2.85 -1.50
H 2.54 -2.38 -1.28
H 2.21 -1.19 -3.52
C -1.21 -2.38 -1.72
O -0.87 -3.29 -0.66
H -0.76 -2.73 -2.64
H -2.30 -2.41 -1.76
H -0.88 -1.36 -1.51
H 0.08 -3.41 -0.60

b | This record from the OMol25 dataset describes C5H20O5 as an isolated structure. The level of theory is ωB97M-V with the def2-TZVPD basis set.

The gap between HOMO and LUMO is 9.3 eV. For the highest occupied orbital energy, the calculation gives -9.18 eV.

Positions of all 30 atoms, in Å:
C 16.77 5.81 -1.96
O 17.13 7.06 -2.53
H 17.67 5.35 -1.56
H 16.16 6.01 -1.08
H 16.24 5.16 -2.66
H 18.07 7.01 -2.70
C 19.33 7.75 -3.13
O 18.72 6.46 -3.17
H 18.77 8.63 -2.82
H 20.19 7.71 -2.46
H 19.72 7.93 -4.13
H 19.38 5.83 -3.46
C 16.29 3.09 -3.15
O 14.92 3.07 -2.81
H 16.56 2.11 -3.54
H 16.76 3.80 -3.82
H 16.76 3.24 -2.18
H 14.82 2.44 -2.09
C 16.33 9.43 -1.99
O 17.41 9.19 -2.90
H 16.65 9.70 -0.98
H 15.65 10.16 -2.44
H 15.80 8.51 -1.73
H 17.53 8.24 -2.88
C 16.26 6.92 -5.49
O 16.10 6.07 -4.40
H 15.73 7.85 -5.31
H 17.32 6.84 -5.72
H 15.55 6.50 -6.20
H 16.71 6.36 -3.71

Least stable structure: b

a | This record from the OMol25 dataset describes one molecule with the formula C20H26N4O5. The level of theory is ωB97M-V with the def2-TZVPD basis set.

As for the SMILES: CC[C@H](C)[C@H](NC(=O)N1CC(=O)Nc2ccccc21)C(=O)N1CCC[C@@H]1C(=O)O. The gap between HOMO and LUMO is 9.2 eV. For the highest occupied orbital energy, the calculation gives -8.64 eV.

Positions of all 55 atoms, in Å:
C 2.30 3.32 4.05
H 2.52 2.59 4.82
H 3.14 4.01 3.99
C 2.07 2.65 2.70
H 1.93 3.43 1.95
H 2.96 2.08 2.42
C 0.85 1.72 2.68
C 1.12 0.43 3.46
H 1.85 -0.18 2.94
H 1.50 0.66 4.45
H 0.20 -0.15 3.58
C 0.45 1.45 1.22
N -0.63 0.49 1.13
C -1.51 0.59 0.08
O -1.54 1.56 -0.66
N -2.39 -0.46 -0.07
C -2.45 -1.60 0.74
C -2.43 -1.56 2.13
C -2.48 -2.73 2.87
C -2.59 -3.95 2.22
C -2.65 -4.00 0.84
C -2.60 -2.83 0.10
N -2.66 -2.86 -1.29
C -2.97 -1.78 -2.07
O -3.08 -1.86 -3.26
C -3.19 -0.50 -1.27
H -2.94 0.36 -1.89
H -4.26 -0.44 -1.02
H -2.59 -3.76 -1.76
H -2.74 -4.95 0.34
H -2.62 -4.86 2.80
H -2.46 -2.68 3.94
H -2.37 -0.60 2.63
H -0.40 -0.44 1.46
H 0.07 2.38 0.79
C 1.61 0.92 0.38
O 2.13 -0.17 0.67
N 2.00 1.61 -0.68
C 3.20 1.22 -1.44
C 3.52 2.46 -2.27
H 4.05 2.19 -3.18
C 2.14 3.04 -2.54
H 2.16 4.08 -2.83
H 1.66 2.46 -3.34
C 1.40 2.82 -1.22
H 0.33 2.69 -1.36
H 1.59 3.66 -0.54
H 4.13 3.16 -1.69
H 3.99 0.95 -0.74
C 2.94 -0.01 -2.35
O 3.07 0.04 -3.54
O 2.62 -1.11 -1.70
H 2.53 -0.95 -0.72
H 0.01 2.24 3.15
H 1.42 3.88 4.34

b | This record from the OMol25 dataset describes one molecule with the formula C20H26N4O5. The level of theory is ωB97M-V with the def2-TZVPD basis set.

As for the SMILES: CCOC(=O)N1CCN(CC(=O)Nc2c(C(=O)OC)[nH]c3cc(C)ccc23)CC1. The gap between HOMO and LUMO is 8.1 eV. For the highest occupied orbital energy, the calculation gives -7.79 eV.

Positions of all 55 atoms, in Å:
C -6.47 -0.98 -2.69
C -4.98 -1.23 -2.52
H -4.81 -2.24 -2.13
H -4.45 -1.11 -3.47
O -4.38 -0.28 -1.64
C -4.53 -0.54 -0.32
O -5.09 -1.52 0.12
N -4.03 0.45 0.45
C -3.26 1.57 -0.03
H -3.30 1.59 -1.12
C -1.82 1.47 0.47
N -1.83 1.41 1.92
C -0.52 1.59 2.52
C 0.49 0.53 2.07
O 0.44 -0.62 2.47
N 1.36 1.00 1.14
C 2.42 0.39 0.48
C 3.27 1.15 -0.32
N 4.23 0.33 -0.86
C 4.02 -0.94 -0.42
C 4.74 -2.10 -0.71
C 4.32 -3.28 -0.14
C 3.20 -3.30 0.70
C 2.48 -2.17 0.99
C 2.89 -0.95 0.43
H 1.63 -2.20 1.65
H 2.89 -4.24 1.13
C 5.05 -4.57 -0.41
H 5.90 -4.40 -1.07
H 5.41 -5.00 0.52
H 4.38 -5.29 -0.87
H 5.60 -2.06 -1.36
H 4.96 0.64 -1.48
C 3.18 2.56 -0.57
O 2.31 3.29 -0.12
O 4.17 3.02 -1.37
C 4.14 4.41 -1.65
H 4.21 4.98 -0.72
H 5.00 4.61 -2.28
H 3.22 4.68 -2.16
H 1.32 1.99 0.91
H -0.64 1.51 3.60
H -0.17 2.59 2.28
C -2.53 0.22 2.36
C -3.98 0.30 1.89
H -4.53 -0.61 2.15
H -4.47 1.17 2.35
H -2.51 0.18 3.46
H -2.07 -0.70 1.98
H -1.26 2.36 0.16
H -1.35 0.58 0.02
H -3.71 2.49 0.37
H -6.65 0.04 -3.03
H -6.88 -1.68 -3.41
H -6.97 -1.12 -1.73

Least stable structure: b

a | This record from the OMol25 dataset describes C15H23Cl2IrP as an isolated structure. The level of theory is ωB97M-V with the def2-TZVPD basis set.

Its spin multiplicity is 6. The gap between HOMO and LUMO (alpha / beta) is 5.1 / 5.5 eV. For the highest occupied orbital energy (alpha / beta), the calculation gives -4.56 / -8.68 eV. As for the expectation value of S²: 8.79.

Positions of all 42 atoms, in Å:
Ir 0.01 0.61 -0.95
Cl -1.07 2.35 0.15
Cl 1.01 -1.14 -2.12
C -1.64 0.29 -1.96
H -1.36 -0.09 -2.96
H -2.43 1.06 -1.97
C 1.59 0.47 0.47
C 1.95 1.28 -0.56
H 1.81 -0.61 0.40
C 2.04 2.80 -0.45
H 2.57 0.90 -1.40
C 2.17 3.33 0.98
H 2.88 3.10 -1.06
H 1.14 3.24 -0.90
C 1.40 2.53 2.03
H 3.23 3.33 1.25
H 1.83 4.37 0.98
C 1.54 1.00 1.90
H 1.72 2.83 3.03
H 0.35 2.79 1.95
H 2.50 0.74 2.37
H 0.76 0.49 2.47
C -3.07 -1.91 -1.96
P -2.01 -1.03 -0.78
C -3.10 -0.28 0.45
C -1.26 -2.44 0.14
C -0.93 -3.59 -0.60
C -0.84 -4.82 0.03
C -1.00 -4.92 1.42
C -1.19 -3.76 2.17
C -1.29 -2.51 1.55
H -3.76 -1.16 -2.36
H -3.64 -2.72 -1.49
H -2.44 -2.30 -2.76
H -3.82 -1.04 0.75
H -2.52 0.06 1.32
H -3.60 0.59 0.01
H -0.76 -3.50 -1.68
H -0.68 -5.72 -0.56
H -0.94 -5.89 1.91
H -1.28 -3.82 3.26
H -1.43 -1.60 2.15

b | This record from the OMol25 dataset describes C15H23Cl2IrP as an isolated structure. The level of theory is ωB97M-V with the def2-TZVPD basis set.

Its spin multiplicity is 6. The gap between HOMO and LUMO (alpha / beta) is 5.2 / 5.7 eV. For the highest occupied orbital energy (alpha / beta), the calculation gives -5.17 / -8.61 eV. As for the expectation value of S²: 8.84.

Positions of all 42 atoms, in Å:
Ir -0.80 -0.66 -1.30
Cl -0.96 1.70 -1.58
Cl -0.10 -2.56 -0.16
C -2.38 -1.45 -1.83
H -2.43 -2.57 -1.85
H -2.87 -1.16 -2.79
C 1.82 -0.36 -1.59
C 0.92 -0.81 -2.49
H 2.16 -1.03 -0.82
C 0.59 -0.03 -3.77
H 0.68 -1.91 -2.60
C 1.66 1.05 -4.10
H 0.41 -0.67 -4.65
H -0.34 0.49 -3.48
C 2.09 1.82 -2.84
H 2.58 0.57 -4.49
H 1.31 1.79 -4.84
C 2.54 0.93 -1.67
H 2.91 2.52 -3.05
H 1.21 2.33 -2.40
H 3.64 0.83 -1.67
H 2.39 1.40 -0.68
C -2.92 -0.93 1.23
P -1.38 0.01 0.99
C -1.97 1.71 1.35
C -0.38 -0.29 2.52
C -0.45 -1.52 3.19
C 0.29 -1.73 4.36
C 1.10 -0.72 4.88
C 1.14 0.52 4.25
C 0.39 0.74 3.08
H -3.63 -0.63 0.46
H -3.27 -0.71 2.24
H -2.71 -2.00 1.09
H -2.28 1.75 2.40
H -1.17 2.43 1.16
H -2.80 1.97 0.69
H -1.07 -2.32 2.82
H 0.23 -2.69 4.87
H 1.70 -0.90 5.78
H 1.75 1.32 4.66
H 0.41 1.74 2.64

Least stable structure: a